No. 1
Computed, not measured: a molecular structure, C33H28ClN3OS2W, with wB97M-V/def2-TZVPD.

Computed properties:
charge: +2
ΔE to the lowest compared entry with this formula, charge and spin: 0.00 kcal per mole
E_HOMO (spin up / spin down): -13.6221 / -13.6768 eV
LUMO level (spin up / spin down): -6.939 / -7.149 eV

CARTESIAN COORDINATES (ANGSTROEM)
W1 0.8172 -0.7444 0.5370
Cl1 -5.9072 -1.8689 -2.2939
S1 3.7659 -3.5113 -1.0802
S2 2.4127 -2.2607 1.5010
O1 -0.6358 -1.8342 0.2009
N1 1.9222 -1.7348 -0.9525
N2 2.2230 0.8431 0.0195
N3 -0.3341 0.6973 -0.6541
C1 0.3333 1.9287 -0.9414
C2 1.7106 1.9314 -0.6400
C3 1.9089 4.1647 -1.5757
C4 -1.5067 0.5029 -1.1675
C5 2.1547 -1.8864 -2.3138
C6 1.5250 -1.2080 -3.3517
C7 -1.8470 -1.8420 -0.3983
C8 3.1464 -2.8390 -2.5717
C9 -2.7271 -1.5234 4.3714
C10 4.3892 1.8675 -0.0358
C11 -2.6070 -1.2677 2.8627
C12 -2.3003 -0.6896 -1.0488
C13 1.9090 -1.5096 -4.6435
C14 2.6893 -2.5144 -0.2129
C15 -1.5930 -0.1700 2.6242
C16 -3.5690 -0.7123 -1.6490
C17 -4.3455 -1.8482 -1.5764
C18 2.5145 3.0365 -0.9785
C19 0.7280 0.5861 2.7301
C20 -2.6205 -2.9925 -0.3409
C21 3.8911 2.9697 -0.6715
C22 -1.9428 1.1375 2.2904
C23 -3.8717 -2.9898 -0.9261
C24 0.5605 4.1764 -1.7929
C25 2.8950 -2.4683 -4.9009
C26 -1.0013 2.1595 2.2353
C27 -3.9792 -0.9883 2.2626
C28 3.5248 -3.1449 -3.8745
C29 1.3483 3.0270 2.5474
C30 -0.2342 3.0585 -1.4759
C31 -0.2354 -0.4327 2.8580
C32 0.3456 1.9156 2.4725
C33 3.5182 0.8265 0.3088
H1 -3.9405 0.1633 -2.1655
H2 -2.1988 -2.1761 2.4042
H3 1.7577 0.3737 3.0092
H4 3.1697 -2.6840 -5.9240
H5 -4.6152 -1.8661 2.3717
H6 -1.2966 3.1278 -1.6630
H7 0.0848 5.0480 -2.2203
H8 3.8857 -0.0393 0.8430
H9 -3.9313 -0.7370 1.2009
H10 2.5218 5.0175 -1.8354
H11 -4.4795 -0.1694 2.7830
H12 0.0625 -1.4120 3.2175
H13 -3.4177 -2.3453 4.5578
H14 1.4399 -1.0011 -5.4745
H15 -4.4957 -3.8722 -0.8880
H16 -1.9484 1.2846 -1.7769
H17 0.8634 3.9981 2.4672
H18 2.0960 2.9588 1.7564
H19 -2.9842 1.3781 2.1198
H20 -1.3275 3.1738 2.0392
H21 4.2860 -3.8842 -4.0821
H22 1.8843 2.9939 3.4967
H23 4.5339 3.8009 -0.9333
H24 -2.2385 -3.8691 0.1641
H25 0.7591 -0.4707 -3.1471
H26 -3.1120 -0.6380 4.8800
H27 5.4339 1.7802 0.2245
H28 -1.7685 -1.7820 4.8217

Cartesian forces, eV/Å:
W -0.1386 -0.3903 0.0410
Cl 0.0052 0.0085 -0.0011
S -0.0594 0.0952 0.0559
S -0.0008 0.0383 -0.0907
O 0.0676 0.2578 0.0861
N 0.0556 -0.1604 0.0285
N 0.0420 0.0912 0.0978
N -0.1341 0.0472 -0.0443
C 0.0257 0.0530 -0.0020
C -0.0131 0.0278 0.0015
C -0.0147 -0.0120 0.0023
C 0.0725 -0.0671 0.0736
C 0.0867 0.0277 -0.0347
C 0.0344 -0.0286 -0.0352
C -0.1194 -0.0585 -0.0078
C -0.0565 0.0378 -0.0434
C -0.0078 -0.0146 0.0227
C -0.0156 -0.0209 0.0059
C 0.0442 -0.0073 -0.0069
C -0.0013 -0.0826 0.0076
C -0.0096 0.0018 0.0095
C 0.0522 -0.0083 -0.0728
C 0.0216 0.0374 -0.0295
C 0.0433 -0.0234 0.0287
C -0.0396 -0.0017 -0.0120
C -0.0504 -0.0438 0.0256
C -0.0162 -0.0071 -0.0585
C 0.0237 0.0999 -0.0352
C 0.0329 0.0004 0.0062
C -0.0104 -0.0221 0.0225
C 0.0119 0.0068 -0.0106
C 0.0213 0.0318 -0.0092
C 0.0027 -0.0016 -0.0158
C 0.0435 0.0028 0.0348
C -0.0322 0.0266 -0.0113
C -0.0030 0.0024 0.0007
C -0.0029 0.0420 -0.0292
C 0.0394 -0.0424 0.0230
C 0.0830 0.0503 -0.1743
C -0.0567 -0.0099 0.0331
C -0.0324 0.0180 -0.0204
H -0.0070 0.0013 -0.0072
H -0.0182 -0.0005 0.0088
H -0.0165 0.0248 0.0572
H 0.0041 -0.0036 0.0007
H 0.0033 -0.0087 0.0005
H -0.0099 -0.0262 0.0070
H 0.0086 0.0058 -0.0027
H -0.0043 -0.0019 0.0018
H 0.0046 -0.0077 0.0140
H 0.0026 0.0039 -0.0032
H 0.0021 0.0003 0.0083
H -0.0136 0.0263 0.0727
H -0.0007 -0.0035 0.0000
H -0.0079 0.0042 0.0029
H 0.0082 -0.0101 0.0056
H 0.0154 0.0135 -0.0156
H 0.0018 -0.0014 -0.0149
H 0.0415 -0.0313 -0.0139
H -0.0074 0.0051 -0.0089
H -0.0072 -0.0012 -0.0039
H 0.0025 -0.0058 0.0126
H -0.0165 -0.0012 0.0104
H 0.0090 -0.0030 0.0033
H 0.0034 -0.0071 0.0014
H -0.0015 0.0000 0.0148
H -0.0006 0.0101 -0.0057
H 0.0053 0.0153 -0.0058
H 0.0042 0.0005 -0.0018

These are the Mulliken partial charges, in e, on atoms 1 to 8: 0.15, -0.16, -0.16, -0.43, -0.27, 0.77, 0.87, 0.87

---

No. 2
Computed, not measured: 2 unconnected molecules or ions with the total composition C33H28O5 at a distorted geometry, with wB97M-V/def2-TZVPD.

Computed properties:
E_HOMO: -6.4205 eV
LUMO level: -3.276 eV

CARTESIAN COORDINATES (ANGSTROEM)
O1 1.2270 -1.6094 1.1154
O2 1.5400 2.5575 3.1246
O3 -4.6356 -0.0111 4.2096
O4 2.9924 0.9179 3.6614
O5 2.6629 -1.2341 2.7827
C1 0.1489 1.0728 1.2600
C2 2.0986 1.5073 -2.2865
C3 3.3574 3.8426 -3.2041
C4 -3.4810 0.1774 3.5105
C5 3.9699 0.1420 -2.5882
C6 0.3367 -0.3350 -2.1827
C7 1.3822 0.5953 1.8826
C8 -5.4270 -1.2034 3.9814
C9 4.0852 2.6438 -3.1855
C10 -0.5783 0.3311 -3.0414
C11 2.8387 -0.4781 3.9976
C12 1.6933 0.1358 -2.0454
C13 -1.3026 -2.1118 -1.8815
C14 -2.2023 -1.4508 -2.7349
C15 4.1737 -0.9276 4.5976
C16 3.0672 -2.0829 -2.1857
C17 1.6952 -0.7128 4.9840
C18 -1.1090 0.7651 2.0960
C19 4.3290 -2.6033 -2.5052
C20 1.3758 2.6971 -2.3473
C21 5.3706 -1.7691 -2.9493
C22 -1.8264 -0.2221 -3.3017
C23 2.8780 -0.7033 -2.1792
C24 2.0193 3.8678 -2.7674
C25 -0.0688 -1.5500 -1.5894
C26 -2.9846 -0.7204 2.5360
C27 3.4850 1.5106 -2.6544
C28 1.9521 1.4336 2.9019
C29 -1.8052 -0.4154 1.8553
C30 -2.7617 1.3692 3.7639
C31 -1.5930 1.6484 3.0671
C32 5.1703 -0.3853 -3.0392
C33 1.7290 -0.7889 1.8763
H1 2.2496 -2.7441 -1.9280
H2 -1.4087 -1.1170 1.1225
H3 4.9750 -0.7283 3.8820
H4 0.3272 2.7052 -2.0611
H5 5.9189 0.2842 -3.4565
H6 0.2367 2.1632 1.1887
H7 -3.1553 2.0565 4.5038
H8 5.0934 2.5697 -3.5861
H9 -4.8648 -2.1179 4.2326
H10 6.3274 -2.2012 -3.2396
H11 -1.5598 -3.0792 -1.4494
H12 -3.5200 -1.6379 2.3010
H13 0.0337 0.6197 0.2695
H14 -2.5122 0.2963 -3.9738
H15 -3.1733 -1.8997 -2.9688
H16 -1.0338 2.5551 3.2865
H17 4.5016 -3.6804 -2.4400
H18 4.3571 -0.3736 5.5212
H19 1.6522 -1.7847 5.2125
H20 -0.2720 1.2502 -3.5476
H21 1.4690 4.8119 -2.7883
H22 1.9200 -0.1722 5.9124
H23 0.5951 -2.0293 -0.8703
H24 3.8253 4.7557 -3.5706
H25 -5.7891 -1.2553 2.9415
H26 0.7197 -0.3871 4.6029
H27 -6.2679 -1.0784 4.6680
H28 4.1274 -1.9970 4.8124

Cartesian forces, eV/Å:
O 0.2886 -0.5065 -0.0755
O 0.6485 0.1374 0.2640
O -0.4398 -0.6111 -0.0353
O -0.4236 -0.5203 0.2827
O -0.0260 -0.0209 0.3565
C -1.1392 0.4140 -0.0795
C 1.0675 0.3635 -0.3013
C -0.6653 -0.1552 0.2249
C 0.8118 -0.0858 -0.8863
C -0.1060 -1.2709 -0.2017
C -0.2712 -0.1281 0.1169
C 1.4170 -0.8943 1.3148
C 0.5673 0.7382 0.1171
C -0.2252 -0.5163 0.4599
C 0.0366 0.0040 0.1594
C 0.5355 0.3839 -0.6249
C -0.2860 0.0599 -0.8467
C -0.2953 0.1995 -0.1671
C 0.5466 0.0891 0.1339
C -0.3864 0.1958 -0.3141
C 0.0428 0.0370 0.2763
C 0.0378 0.0070 -0.0577
C 0.2754 -0.0580 -0.5279
C 0.3921 0.2000 -0.2357
C -0.0141 0.0272 0.2172
C -0.6281 -0.3521 0.2668
C -0.0853 -0.1197 0.0396
C 1.1363 0.4296 -0.1343
C 0.4097 0.0785 -0.2123
C 0.1823 -0.2734 -0.0810
C -0.3469 0.4711 0.6225
C -0.8547 0.9557 -0.4215
C -0.5997 0.1059 -0.2210
C -0.1222 0.0702 0.1427
C -0.3591 -0.7261 -0.1333
C -0.0806 -0.1771 0.0245
C -0.5140 0.3104 0.4022
C -0.4673 0.5460 -0.1126
H 0.1681 -0.0502 -0.0138
H -0.0996 0.1260 0.1061
H -0.1055 -0.0390 0.1144
H 0.2031 0.1617 0.0447
H 0.0217 -0.2388 0.1453
H -0.1119 -0.1496 -0.2955
H 0.0494 -0.0303 -0.0131
H -0.1177 0.2329 0.1520
H -0.1279 0.3230 -0.0971
H -0.2603 0.0736 0.0563
H -0.0081 0.3259 -0.0375
H 0.1120 0.1557 0.1022
H -0.1733 0.1747 0.1195
H 0.2219 -0.1556 0.1875
H 0.3990 0.2294 0.0958
H -0.1062 -0.1083 -0.0852
H -0.1204 0.3927 -0.0546
H 0.0036 -0.0678 -0.1203
H -0.0525 0.2202 -0.0892
H -0.1703 -0.4232 0.1493
H 0.1830 -0.3709 0.0216
H -0.1122 -0.0634 -0.2514
H -0.2370 0.1661 -0.1243
H -0.1535 -0.2196 0.0835
H 0.1559 0.0454 0.3075
H 0.2371 -0.0268 -0.0286
H 0.1081 -0.1896 -0.2093
H 0.0336 0.0975 -0.0176

These are the Mulliken partial charges, in e, on atoms 1 to 8: -0.66, -0.69, -0.46, -0.39, -0.40, 0.47, -0.01, -0.66

---

No. 3
Computed, not measured: a molecular structure, C33H29AsBrN8Pt at a distorted geometry, with wB97M-V/def2-TZVPD.

Computed properties:
charge: +3
ΔE to the lowest compared entry with this formula, charge and spin: 35.27 kcal per mole
E_HOMO (spin up / spin down): -16.4656 / -16.4656 eV
LUMO level (spin up / spin down): -11.170 / -11.170 eV

CARTESIAN COORDINATES (ANGSTROEM)
Pt1 0.0238 -0.5635 -0.0615
Br1 3.1306 -1.5371 -1.2507
As1 -2.2754 -1.8631 0.5410
N1 0.3900 -1.5175 -1.8860
N2 0.8189 -2.1291 1.2153
N3 -2.6531 3.3549 -0.7785
N4 4.0482 5.0437 -2.8115
N5 2.8405 -3.2010 2.7682
N6 -1.5523 0.8617 -0.3502
N7 -1.6829 2.4452 8.2319
N8 -0.1399 0.2890 1.7477
C1 1.6961 2.4420 -2.6906
C2 1.6198 -1.9332 -2.2700
C3 -3.4800 -0.7685 1.5661
C4 3.4043 4.1857 -2.3932
C5 1.4371 -3.2535 0.8521
C6 -2.0380 3.0515 0.3734
C7 -3.3994 -2.5359 -0.8700
C8 1.0718 1.0355 -0.8601
C9 -0.5199 -2.4793 -3.8868
C10 -2.5427 2.5669 7.2079
C11 2.5990 3.1089 -1.8636
C12 0.9289 1.3996 -2.1934
C13 2.7338 2.7315 -0.5301
C14 1.1705 -1.5516 2.3857
C15 0.4039 -0.3386 2.7785
C16 -0.4748 1.9313 7.9485
C17 -0.6390 1.2247 4.2791
C18 -1.5177 1.8007 0.6137
C19 -2.2445 2.1977 5.9022
C20 -0.9950 1.6563 5.6393
C21 -0.6504 -1.7856 -2.7167
C22 -2.7533 2.3900 -1.6865
C23 -0.0915 1.5144 6.6804
C24 1.8206 -2.6473 -3.4406
C25 0.1759 0.0988 4.0623
C26 1.9644 1.6964 -0.0186
C27 -2.1801 1.1390 -1.4964
C28 0.7407 -2.9350 -4.2532
C29 -0.8935 1.3631 1.8969
C30 -1.1560 1.8710 3.1482
C31 2.2039 -2.0760 3.1278
C32 2.4298 -3.8010 1.6576
C33 -2.0265 -3.3815 1.6977
H1 -2.9936 2.3083 5.1242
H2 -2.9603 -3.4260 -1.3099
H3 2.8225 -2.9565 -3.7048
H4 2.9178 -4.7305 1.3799
H5 0.9106 1.1291 6.5180
H6 -1.9472 3.8410 1.1123
H7 -1.3894 -2.6605 -4.5046
H8 -3.8984 0.0236 0.9521
H9 1.1353 -3.7190 -0.0781
H10 0.2181 1.8550 8.7780
H11 2.5561 -1.5685 4.0213
H12 -4.3350 -2.7904 -0.3710
H13 -1.4419 -4.1550 1.2080
H14 2.1006 1.4053 1.0146
H15 -1.5428 -3.0741 2.6215
H16 3.4412 3.2491 0.1061
H17 -1.7775 2.7521 3.2572
H18 -1.6062 -1.3994 -2.4100
H19 0.8822 -3.5003 -5.1678
H20 0.2471 0.8948 -2.8641
H21 -3.5151 2.9810 7.4478
H22 -3.2815 2.6221 -2.6052
H23 1.5956 2.7421 -3.7268
H24 -4.2749 -1.4376 1.8943
H25 -2.2140 0.3779 -2.2650
H26 -3.5975 -1.7898 -1.6339
H27 -3.0269 -3.7573 1.9141
H28 -2.9815 -0.3480 2.4368
H29 0.5722 -0.4584 4.9018

Cartesian forces, eV/Å:
Pt -3.2591 -0.8070 0.2576
Br 0.1384 0.1301 0.0821
As 0.6032 -0.2182 0.2383
N 0.1112 -0.2154 -0.1460
N 1.2525 0.9505 -0.9997
N 0.3401 -0.3449 0.3711
N -0.2837 -0.3647 0.1761
N -0.3429 0.4098 -0.1719
N 0.8226 0.1249 -1.0806
N 0.2607 -0.2647 -0.9108
N 0.1415 -0.2759 -1.0622
C 0.0144 0.2074 -0.0538
C -0.3151 0.1460 0.0317
C -0.0060 -0.0309 0.0307
C 0.1180 0.1418 -0.0740
C -0.3402 0.0619 -0.0512
C -0.6247 0.4824 -0.5090
C -0.0857 -0.0153 0.1123
C 1.2682 -0.1871 0.7131
C -0.0715 -0.0749 -0.1862
C 0.2282 0.0035 0.4454
C 0.1052 0.1032 -0.1306
C 0.0473 -0.0638 0.2815
C -0.0108 0.1568 0.1245
C -0.2946 0.4046 0.4349
C 0.7705 -0.8109 0.4358
C -0.4235 0.2145 0.2461
C 0.0141 -0.1247 -0.0374
C 0.3809 -0.2661 0.9043
C -0.2027 0.1381 0.0871
C 0.1590 -0.0598 -0.3136
C 0.3068 0.1502 0.2705
C -0.1899 0.2852 0.1293
C 0.1658 -0.0105 0.2494
C -0.0800 -0.0415 -0.1384
C 0.0128 0.0662 0.2080
C -0.0504 0.0627 -0.4604
C 0.0929 -0.0679 0.2018
C 0.1219 -0.1010 -0.1209
C -0.8103 0.8267 -0.6299
C -0.0694 0.2665 0.0821
C 0.4013 -0.6611 0.2319
C 0.0674 -0.1624 0.4438
C -0.2271 -0.0188 -0.0644
H 0.0292 -0.0004 0.1288
H 0.0173 -0.0565 -0.0608
H -0.0233 -0.0039 0.0111
H -0.0431 0.0850 0.0027
H -0.0974 0.0608 0.0736
H -0.0510 -0.0202 -0.0465
H 0.0315 0.0053 0.0099
H -0.0849 0.0494 -0.0051
H 0.0958 0.0933 -0.0233
H -0.0367 0.0024 0.0085
H -0.0356 -0.1184 -0.0302
H -0.0754 -0.0852 -0.1512
H 0.0069 -0.0551 -0.0182
H 0.0401 -0.0282 -0.0051
H -0.0050 -0.0042 0.0573
H -0.0081 -0.0069 -0.0406
H 0.0208 -0.0790 0.0258
H -0.0480 -0.1614 0.0943
H -0.0029 0.0589 0.0520
H 0.0009 -0.0509 -0.0501
H 0.0281 -0.0157 0.0210
H 0.0330 -0.0279 0.0312
H 0.0183 -0.0078 0.0411
H -0.0867 0.1025 0.0628
H 0.0622 0.1934 0.0451
H -0.0728 0.0464 -0.0255
H 0.0758 -0.1434 0.1093
H -0.0180 -0.0130 0.0448
H -0.0281 0.0357 -0.0110

These are the Mulliken partial charges, in e, on atoms 1 to 8: -0.05, 0.06, 0.90, 0.78, 0.50, -0.44, -0.38, -0.46

---

Calculated energy in order - -77201.159 -44910.781 -180712.551 eV